This record from the Open Molecules 2025 dataset describes C22H35NO3P2PtS as an isolated structure. The level of theory is ωB97M-V/def2-TZVPD.

Output
Lowest unoccupied orbital energy (spin up / spin down), eV: 0.1 / -2.8
Spin multiplicity: 3
Relative energy (zero: lowest compared OMol25 entry of this formula, charge and spin), kJ/mol: 39.2
Charge: 0

Each line ends with the Mulliken spin population.
CARTESIAN COORDINATES (ANGSTROEM)
1 P -3.043 1.951 -1.859  0.0151
2 P -3.742 -0.895 -0.117  -0.0009
3 C -4.635 1.001 -2.028  0.0030
4 C -5.035 0.281 -0.741  -0.0040
5 H -4.493 0.286 -2.852  0.0023
6 H -5.419 1.711 -2.339  0.0003
7 H -5.229 0.995 0.073  0.0001
8 H -5.953 -0.311 -0.883  -0.0001
9 C -3.976 -2.278 -1.318  0.0027
10 H -3.342 -3.127 -1.021  0.0002
11 H -3.681 -1.970 -2.333  -0.0014
12 H -5.024 -2.614 -1.341  0.0003
13 C -4.670 -1.452 1.360  -0.0006
14 H -5.629 -1.905 1.078  0.0000
15 H -4.863 -0.583 2.004  -0.0002
16 H -4.073 -2.183 1.919  0.0004
17 C -2.963 2.621 -3.557  -0.0024
18 H -2.050 3.220 -3.656  -0.0002
19 H -3.833 3.240 -3.815  0.0002
20 H -2.908 1.778 -4.261  0.0003
21 C -3.627 3.345 -0.805  -0.0017
22 H -3.951 2.981 0.185  0.0002
23 H -4.462 3.908 -1.258  0.0001
24 H -2.787 4.040 -0.648  0.0001
25 Pt 1.580 0.152 0.234  1.2307
26 C -0.172 -0.818 1.304  0.1659
27 C 0.032 -1.427 0.050  -0.0769
28 C -0.720 -1.209 -1.229  0.0335
29 C -0.213 -0.120 -2.215  0.0049
30 C 0.382 1.070 -1.554  0.3618
31 C 0.034 1.644 -0.313  -0.0598
32 C -1.207 1.356 0.499  -0.0036
33 C -1.116 0.291 1.619  0.0207
34 C 3.192 1.297 -0.074  0.2786
35 H 0.188 -1.374 2.173  -0.0086
36 H 0.525 -2.401 0.085  -0.0089
37 H -1.775 -0.974 -0.996  -0.0170
38 H -0.730 -2.161 -1.783  0.0008
39 H 0.574 -0.589 -2.828  0.0119
40 H -1.026 0.162 -2.908  0.0098
41 H 1.049 1.652 -2.193  -0.0357
42 H 0.443 2.642 -0.138  -0.0148
43 H -1.980 0.972 -0.202  -0.0101
44 H -1.572 2.298 0.940  0.0020
45 H -0.771 0.785 2.542  -0.0086
46 H -2.134 -0.086 1.828  0.0130
47 H 3.491 1.712 0.909  0.0013
48 H 2.978 2.117 -0.779  -0.0116
49 H 4.021 0.674 -0.454  -0.0050
50 O 4.876 -1.549 5.130  0.0012
51 S 4.861 -0.598 4.047  0.0011
52 O 5.173 0.782 4.314  0.0015
53 N 3.509 -0.744 3.082  0.0250
54 C 3.730 -1.251 1.877  -0.0118
55 O 2.823 -1.430 0.980  0.0796
56 C 5.173 -1.584 1.650  0.0088
57 C 5.840 -2.036 0.503  0.0038
58 C 7.239 -2.046 0.482  -0.0012
59 C 7.963 -1.620 1.611  0.0019
60 C 7.301 -1.206 2.772  -0.0005
61 C 5.904 -1.185 2.749  0.0027
62 H 5.250 -2.379 -0.349  -0.0007
63 H 7.781 -2.376 -0.404  0.0000
64 H 9.060 -1.597 1.579  0.0002
65 H 7.827 -0.887 3.674  0.0001



This record from the Open Molecules 2025 dataset describes C22H35O3Pd as an isolated structure. The level of theory is ωB97M-V/def2-TZVPD.

Output
Lowest unoccupied orbital energy (spin up / spin down), eV: 2.8 / 2.8
Spin multiplicity: 3
Charge: -1

Each line ends with the Mulliken spin population.
CARTESIAN COORDINATES (ANGSTROEM)
1 O 0.377 -4.297 -1.956  0.0012
2 C -0.896 -3.952 -1.240  0.0373
3 C -0.792 -4.997 -0.183  -0.0045
4 H -1.795 -4.054 -1.824  0.0084
5 H -0.799 -2.922 -0.913  -0.0313
6 C 0.648 -4.999 -0.675  -0.0108
7 H -1.473 -5.820 -0.409  0.0001
8 H -1.086 -4.669 0.850  0.0005
9 C 1.404 -6.164 -1.301  -0.0005
10 H 0.784 -6.620 -2.080  0.0001
11 H 1.752 -6.881 -0.557  0.0000
12 H 2.235 -5.751 -1.921  0.0001
13 C 1.370 -4.131 0.400  0.0190
14 H 0.603 -3.532 0.930  -0.0059
15 H 2.153 -3.441 0.042  -0.0060
16 H 1.757 -4.832 1.156  0.0016
17 Pd -1.130 -0.017 -0.972  0.9791
18 C -0.687 0.358 1.631  0.0877
19 C -1.896 0.839 1.026  0.1232
20 C -2.659 -0.323 0.609  -0.0368
21 H -2.279 1.848 1.014  -0.0072
22 C -1.884 -1.493 0.955  0.1143
23 C -0.712 -1.054 1.619  0.0728
24 H 0.033 -1.690 2.107  0.0135
25 H 0.014 0.987 2.172  -0.0055
26 H -3.655 -0.316 0.186  -0.0073
27 H -2.220 -2.517 0.826  0.0003
28 C 1.073 1.049 -0.631  0.2238
29 C 1.790 -0.066 -0.128  -0.0338
30 C 1.881 -1.049 -1.146  0.2376
31 H 2.240 -0.118 0.869  0.0072
32 C 1.027 -0.683 -2.223  -0.0029
33 C 0.624 0.702 -1.982  0.0467
34 H 0.371 1.419 -2.752  0.0100
35 H 1.006 2.057 -0.216  -0.0096
36 H 2.611 -1.877 -1.144  -0.0152
37 H 0.771 -1.268 -3.093  -0.0051
38 O -1.518 -3.166 -3.802  0.0019
39 C -1.604 -4.666 -4.045  -0.0002
40 C -2.589 -5.061 -5.105  -0.0001
41 H -1.998 -5.013 -3.091  0.0005
42 H -0.583 -5.097 -4.130  0.0000
43 C -3.398 -3.755 -5.349  0.0001
44 H -3.280 -5.813 -4.707  0.0000
45 H -2.173 -5.428 -6.047  0.0000
46 C -2.715 -2.674 -4.418  -0.0021
47 H -4.454 -3.892 -5.047  0.0000
48 H -3.381 -3.365 -6.382  0.0000
49 H -3.344 -2.411 -3.588  -0.0004
50 H -2.508 -1.745 -4.948  -0.0006
51 C -3.799 2.199 -2.017  0.0022
52 C -2.346 2.249 -2.430  0.0070
53 C -1.484 3.194 -1.600  -0.0183
54 O -1.980 0.849 -2.522  0.1954
55 H -3.887 1.786 -0.996  0.0016
56 H -4.322 1.513 -2.686  -0.0023
57 H -4.278 3.183 -2.056  0.0010
58 H -2.234 2.506 -3.501  0.0060
59 H -1.311 2.837 -0.573  0.0053
60 H -0.517 3.381 -2.081  0.0033
61 H -1.989 4.171 -1.528  -0.0029



This record from the Open Molecules 2025 dataset describes C22H36As3N3O5Re as an isolated structure. The level of theory is ωB97M-V/def2-TZVPD.

Output
Lowest unoccupied orbital energy (spin up / spin down), eV: 0.2 / 0.3
Spin multiplicity: 2
Relative energy (zero: lowest compared OMol25 entry of this formula, charge and spin), kJ/mol: 0.0
Charge: 0

Each line ends with the Mulliken spin population.
CARTESIAN COORDINATES (ANGSTROEM)
1 Re -0.768 -0.253 -0.288  1.0797
2 O 2.899 4.910 0.964  0.0001
3 C 2.265 3.756 0.674  0.0013
4 C 2.601 2.968 -0.422  0.0025
5 C 1.887 1.813 -0.657  0.0185
6 N 0.883 1.416 0.131  0.0196
7 C 0.581 2.175 1.199  -0.0067
8 C 1.237 3.343 1.507  -0.0027
9 C -0.578 1.702 2.044  0.0123
10 O -0.707 2.137 3.175  0.0017
11 O -1.347 0.870 1.432  0.0023
12 C 2.208 0.948 -1.871  -0.0129
13 O 3.305 1.099 -2.409  0.0069
14 O 1.255 0.175 -2.199  0.0355
15 H 3.596 5.064 0.317  -0.0001
16 H 3.401 3.224 -1.106  0.0001
17 H 0.943 3.908 2.381  -0.0003
18 C 1.452 -2.802 -1.933  0.0029
19 As -0.289 -1.956 -2.068  0.0164
20 C -1.329 -3.605 -1.989  -0.0046
21 C -0.391 -1.504 -3.966  -0.0002
22 C -1.472 -0.507 -4.417  0.0094
23 C -1.339 -0.347 -5.937  0.0001
24 C -1.237 0.907 -3.834  -0.0086
25 As -1.685 1.284 -1.966  0.0526
26 C -3.597 1.616 -1.989  0.0013
27 C -1.094 3.135 -1.899  -0.0028
28 C -2.893 -0.968 -4.028  0.0026
29 As -3.806 -2.632 -4.634  0.0002
30 C -4.760 -1.840 -6.155  -0.0001
31 C -2.560 -3.676 -5.742  -0.0002
32 H 1.627 -3.474 -2.770  -0.0005
33 H 1.474 -3.368 -1.003  0.0007
34 H 2.221 -2.034 -1.913  -0.0002
35 H -0.883 -4.359 -2.634  -0.0013
36 H -2.372 -3.455 -2.268  0.0023
37 H -1.303 -3.954 -0.957  0.0019
38 H -0.533 -2.444 -4.498  0.0022
39 H 0.593 -1.110 -4.216  -0.0037
40 H -0.368 0.093 -6.179  0.0001
41 H -2.119 0.312 -6.329  0.0003
42 H -1.405 -1.305 -6.450  -0.0007
43 H -1.800 1.632 -4.425  -0.0011
44 H -0.178 1.159 -3.911  -0.0006
45 H -3.864 2.209 -2.863  0.0002
46 H -3.843 2.166 -1.082  -0.0012
47 H -4.150 0.680 -1.985  0.0019
48 H -1.674 3.738 -2.593  -0.0005
49 H -0.037 3.203 -2.150  -0.0001
50 H -1.238 3.510 -0.887  0.0007
51 H -3.596 -0.182 -4.316  0.0007
52 H -2.931 -1.034 -2.940  -0.0114
53 H -5.557 -1.190 -5.795  0.0000
54 H -5.210 -2.638 -6.744  0.0000
55 H -4.085 -1.266 -6.790  0.0001
56 H -1.750 -4.105 -5.155  0.0000
57 H -2.153 -3.118 -6.581  0.0001
58 H -3.159 -4.497 -6.136  0.0000
59 C -2.496 -1.164 -0.039  -0.2730
60 H -3.029 -1.782 -0.763  0.0139
61 H -3.091 -0.898 0.840  0.0195
62 N 0.887 -2.836 2.733  -0.0010
63 C 2.043 -2.161 2.412  0.0019
64 C 1.699 -1.297 1.424  0.0010
65 N 0.345 -1.440 1.145  0.0297
66 C -0.110 -2.371 1.953  -0.0130
67 H 0.785 -3.529 3.451  -0.0001
68 H 2.984 -2.345 2.902  -0.0001
69 H 2.316 -0.587 0.901  0.0016
70 H -1.132 -2.710 1.986  0.0032



One value per record, in order, for max |F|: 2.15, 3.86, 2.30 eV/Å.